# 1
{"formula": "C9H28AgN4O5", "method": "ωB97M-V/def2-TZVPD", "symbols": ["Ag", "O", "H", "O", "H", "C", "O", "N", "N", "H", "H", "H", "H", "C", "C", "C", "O", "C", "N", "H", "H", "H", "H", "H", "H", "H", "H", "H", "H", "H", "C", "C", "C", "O", "C", "N", "H", "H", "H", "H", "H", "H", "H", "H", "H", "H", "H"], "positions_angstrom": [[-0.348823, -0.769798, 0.209329], [-0.143840, -0.944102, 2.839367], [-0.310173, -0.029652, 3.108944], [-1.054944, -3.027228, 0.597872], [-1.038415, -3.516274, -0.234540], [1.879283, -2.749515, -1.113090], [1.672905, -1.535659, -0.986539], [1.286466, -3.647713, -0.308080], [2.706265, -3.218675, -2.089030], [0.531113, -3.370271, 0.352269], [1.492881, -4.619884, -0.437162], [3.002763, -2.659507, -2.860440], [2.886257, -4.205147, -2.122389], [-4.889518, -0.204952, -0.035843], [-3.409550, -0.673284, -0.268501], [-3.129434, -0.690197, -1.758001], [-1.785631, -1.152094, -1.938607], [-1.267469, -0.711433, -3.176589], [-2.558581, 0.300587, 0.469195], [-5.061084, 0.874390, -0.017551], [-5.244788, -0.629850, 0.902904], [-5.570171, -0.536333, -0.834673], [-3.317591, -1.650649, 0.207779], [-3.317445, 0.291358, -2.208763], [-3.730326, -1.474693, -2.229388], [-1.926094, -1.020666, -3.997990], [-0.235404, -1.050596, -3.255789], [-1.209042, 0.388065, -3.174573], [-2.717471, 1.102987, -0.141849], [-2.902690, 0.534697, 1.389196], [0.329402, 3.013623, 1.664418], [1.624375, 2.329516, 1.242542], [2.807620, 2.739152, 2.144968], [3.995314, 2.050629, 1.838621], [4.593642, 2.432227, 0.633390], [1.351302, 0.896325, 1.101859], [-0.476639, 2.691394, 1.006051], [0.309154, 4.105221, 1.714025], [0.096393, 2.665932, 2.676472], [1.898402, 2.647793, 0.230899], [2.542399, 2.641268, 3.197641], [2.936222, 3.816117, 1.952000], [4.747290, 3.521405, 0.570217], [4.030914, 2.083632, -0.235211], [5.618324, 2.055063, 0.642832], [2.193587, 0.464630, 0.735431], [1.112855, 0.442161, 1.996394]], "forces_ev_per_a": [[-0.1, -0.4, 1.2], [0.3, 0.7, -0.3], [-0.2, -0.1, 0.2], [0.2, -0.2, -0.3], [-0.6, 0.2, -0.1], [-1.2, 0.9, 1.0], [0.4, 0.0, -0.7], [1.6, -0.5, -0.7], [0.6, -1.0, -0.2], [-1.0, 0.5, 0.5], [-0.1, -0.1, 0.0], [0.0, 0.4, 0.1], [0.0, 0.0, -0.2], [-0.3, -0.7, -0.7], [-1.9, 1.0, 1.6], [1.2, -1.4, 0.8], [-0.2, 0.8, -0.7], [0.0, 0.5, 0.5], [0.1, 0.0, -2.2], [0.5, 0.1, 0.1], [-0.1, 0.1, 0.0], [0.1, -0.3, 0.2], [0.5, -0.1, -0.4], [0.1, 0.1, -0.1], [-0.6, 0.4, 0.0], [0.3, -0.2, -0.2], [-0.2, -0.4, -0.1], [-0.1, 0.0, -0.1], [0.5, 0.6, 0.7], [0.0, -0.4, 0.2], [-0.1, -0.1, 0.5], [-0.2, -0.2, -0.5], [-0.9, 0.5, -0.8], [0.2, -0.1, 0.6], [0.5, 0.4, 0.1], [0.7, 0.7, 0.2], [0.0, -0.1, 0.0], [0.4, 0.0, -0.2], [-0.2, -0.1, 0.0], [-0.1, 0.3, -0.1], [0.3, -0.5, 0.1], [0.2, 0.1, 0.2], [-0.5, 0.1, 0.0], [0.2, 0.0, -0.1], [-0.2, -0.5, -0.2], [-0.1, -0.3, 0.1], [-0.1, -0.4, -0.1]], "relative_energy_kj_mol": 0.0, "e_tot_ha": -1101.84478, "mol_weight_da": 380.21, "homo_energy_ev": -2.618, "total_charge": -1, "gap_ev": 5.60}

=====

# 2
{"formula": "C9H28BN4O7P", "method": "ωB97M-V/def2-TZVPD", "symbols": ["N", "P", "O", "N", "C", "O", "O", "B", "O", "O", "H", "H", "H", "H", "H", "H", "C", "O", "C", "C", "C", "N", "H", "H", "H", "H", "H", "H", "H", "H", "H", "H", "H", "C", "O", "C", "C", "C", "N", "H", "H", "H", "H", "H", "H", "H", "H", "H", "H", "H"], "positions_angstrom": [[-0.723227, 4.497415, -0.451255], [0.428855, 5.203548, 0.711756], [0.915537, 6.743344, -0.027361], [1.950681, 4.282802, 0.832389], [1.736727, 2.830311, 1.196650], [0.557681, 2.332122, 1.660985], [2.932157, 1.938057, 1.072271], [3.092941, 1.630557, -0.379173], [3.424949, 2.644675, -1.419757], [2.860969, 0.189716, -0.748538], [-0.719736, 3.454051, -0.456192], [-1.670000, 4.880654, -0.167643], [1.162617, 6.466546, -0.967412], [2.607518, 4.659973, 1.550222], [2.575373, 3.065853, -1.744994], [1.867711, 0.080232, -0.587640], [-4.998914, 2.075563, 1.855841], [-3.613785, 2.307336, 1.649382], [-2.760140, 1.677091, 2.608901], [-2.500225, 0.175292, 2.345921], [-3.679983, -0.723086, 2.712730], [-2.131588, -0.070111, 0.943482], [-5.254976, 2.016260, 2.918113], [-5.305981, 1.166879, 1.336071], [-5.552996, 2.909040, 1.411569], [-1.799659, 2.202111, 2.536337], [-3.129259, 1.850174, 3.626675], [-1.656618, -0.126773, 2.978733], [-4.479925, -0.697173, 1.968079], [-3.352837, -1.766586, 2.786734], [-4.104749, -0.438898, 3.680967], [-1.281411, 0.454574, 0.733726], [-2.842991, 0.379417, 0.358820], [0.109836, -4.159754, -2.655066], [0.826225, -3.018656, -2.208289], [1.816891, -3.295319, -1.213989], [3.146698, -3.853303, -1.772900], [3.066841, -5.320369, -2.190992], [3.628014, -3.057921, -2.912485], [-0.051707, -4.887179, -1.853653], [0.632179, -4.622652, -3.493540], [-0.866249, -3.826030, -3.022427], [2.031118, -2.330810, -0.737264], [1.406462, -3.941885, -0.429406], [3.892334, -3.787213, -0.971011], [2.565678, -5.460330, -3.152412], [4.074100, -5.739293, -2.297420], [2.537552, -5.915328, -1.439626], [3.777541, -2.097858, -2.599416], [2.851770, -2.977063, -3.576493]], "forces_ev_per_a": [[1.1, -0.2, 0.5], [-1.7, 3.0, 1.6], [0.1, -4.0, -1.3], [-0.5, -4.0, 0.2], [-3.8, -1.6, 2.2], [7.6, 3.1, -3.5], [-3.2, 2.2, -2.3], [-0.1, -0.9, -1.2], [-2.2, -1.9, 2.4], [-1.2, 3.8, 0.9], [-0.3, 1.2, 0.1], [1.6, -0.9, -0.3], [-0.3, 1.0, 1.4], [-0.6, 0.0, -1.1], [1.5, -0.6, 0.5], [1.9, -0.2, -0.1], [0.0, 0.2, -0.4], [0.1, -0.1, 0.5], [0.4, 0.0, -0.2], [-0.4, 0.2, -0.2], [0.0, -0.3, 0.2], [0.0, 0.4, -0.1], [0.1, -0.1, 0.0], [-0.2, -0.1, 0.2], [0.2, -0.1, 0.1], [-0.2, -0.1, -0.1], [-0.2, -0.1, 0.0], [0.0, 0.2, -0.1], [0.1, 0.1, 0.0], [0.0, 0.2, -0.1], [0.0, 0.0, -0.1], [-0.1, -0.2, 0.1], [0.1, -0.2, 0.2], [-0.1, 0.3, -0.3], [0.2, -0.3, 0.5], [0.1, 0.3, -0.1], [-0.4, 0.0, -0.3], [0.2, -0.3, 0.1], [-0.3, 0.3, 0.1], [0.1, 0.0, 0.0], [0.0, -0.2, 0.1], [0.2, 0.0, 0.1], [0.0, -0.1, -0.2], [0.0, -0.2, -0.1], [-0.1, 0.1, 0.0], [0.0, 0.1, 0.1], [-0.2, 0.1, 0.0], [0.0, 0.0, -0.1], [0.1, -0.2, 0.0], [0.3, -0.1, 0.2]], "e_tot_ha": -1471.63519, "mol_weight_da": 346.13, "homo_energy_ev": -8.805, "smiles": "NP(O)NC(=O)OB(O)O.COC[C@@H](C)N.COC[C@@H](C)N", "total_charge": 0, "gap_ev": 8.40}

=====

# 3
{"formula": "C9H28O5", "method": "ωB97M-V/def2-TZVPD", "symbols": ["C", "O", "H", "H", "H", "H", "C", "C", "O", "H", "H", "H", "H", "H", "H", "C", "C", "O", "H", "H", "H", "H", "H", "H", "C", "C", "O", "H", "H", "H", "H", "H", "H", "C", "C", "O", "H", "H", "H", "H", "H", "H"], "positions_angstrom": [[5.682360, -16.811130, 10.415630], [6.869790, -17.595020, 10.519250], [5.790410, -16.237830, 11.336360], [5.614270, -16.123150, 9.572930], [4.820490, -17.475780, 10.356100], [6.780030, -18.405960, 10.013370], [6.557900, -16.625110, 5.651180], [7.180560, -17.379720, 6.803560], [8.558820, -17.228110, 6.705620], [6.767550, -15.555550, 5.637430], [5.468850, -16.668510, 5.664830], [6.909420, -17.071140, 4.720810], [7.142190, -18.456480, 6.638590], [6.771070, -16.975450, 7.729290], [8.800760, -16.389970, 7.106350], [5.711240, -20.825280, 11.052420], [6.738060, -20.922770, 9.930900], [6.518320, -19.939340, 8.975700], [5.810940, -19.817740, 11.456210], [5.901140, -21.570330, 11.825030], [4.645310, -20.954860, 10.865100], [6.682430, -21.910510, 9.473330], [7.746680, -20.820170, 10.331230], [7.207790, -19.848210, 8.313930], [10.588540, -19.272400, 10.124060], [11.638750, -18.899960, 9.087400], [12.680900, -19.300450, 9.814030], [10.765580, -18.730210, 11.052920], [10.500900, -20.315330, 10.428550], [9.531620, -19.181120, 9.873690], [11.610330, -17.819050, 8.949860], [11.428490, -19.432950, 8.160130], [12.866390, -20.222760, 9.622890], [5.675260, -13.121180, 7.067540], [6.555880, -13.371490, 8.325580], [7.664840, -12.486220, 8.246100], [4.967810, -13.949860, 7.037340], [6.299240, -13.164650, 6.174870], [5.047390, -12.230440, 7.088940], [6.992130, -14.367220, 8.246100], [5.929690, -13.378860, 9.217730], [7.260550, -11.654270, 8.503020]], "forces_ev_per_a": [[0.6, -0.4, 0.8], [0.5, 0.3, -0.4], [-1.0, 0.2, -0.1], [0.4, 0.0, -0.3], [-0.2, 0.2, 0.4], [-0.3, -0.3, -0.5], [-0.8, -0.3, -0.5], [-0.4, 0.4, -1.1], [2.1, 0.4, 0.9], [0.4, 0.0, 0.2], [-0.1, -0.3, 0.0], [-0.1, 0.2, -0.1], [-1.2, -0.1, 0.4], [0.1, -0.7, 0.4], [0.2, 0.2, -0.2], [0.2, 0.5, 0.4], [-0.3, -1.6, 0.3], [-0.7, 1.5, -0.6], [0.0, -0.1, 0.5], [0.4, 0.2, 0.1], [0.2, -0.1, -1.0], [0.1, -0.2, -0.1], [0.2, 0.0, 0.4], [0.1, -0.4, 0.0], [-2.0, -0.9, 3.0], [-1.7, 1.3, -1.9], [1.8, 0.2, 0.3], [0.0, 0.2, -0.2], [0.9, -0.4, -0.2], [-0.2, 1.0, -1.2], [0.3, 0.0, 0.1], [0.3, -0.2, 0.0], [0.4, -1.0, 0.1], [-0.1, -1.1, 0.9], [-0.2, -0.2, -2.3], [-0.6, 0.1, 1.2], [-0.2, -0.2, -0.3], [-0.1, 0.2, 0.0], [0.4, 0.2, 0.1], [-0.1, -0.2, 0.0], [0.3, 0.5, 0.4], [0.5, 0.6, -0.1]], "relative_energy_kj_mol": 267.8, "e_tot_ha": -735.41775, "mol_weight_da": 216.32, "homo_energy_ev": [-12.278, -12.264], "total_charge": 1, "spin_multiplicity": 2, "gap_ev": [8.75, 2.44]}

=====

> Which formula does entry 3 have?

C9H28O5